1.
# C25H46O10

3 unconnected molecules or ions with the total composition C25H46O10 (the ωB97M-V functional and the def2-TZVPD basis, OMol25).

Energy, Ha: -1732.37625
HOMO, Ha: -0.337
Max |F|, hartree/bohr: 0.007
Structure (SMILES): CCOC1=C(CCCCOC)C(=O)C=CC1=O.COCCOCCOC.COCCOCCOC
E_LUMO, eV: -1.161
Frontier orbital gap, eV: 8.00

Geometry (Å):
1 C 5.719 7.230 4.773
2 C 4.624 6.710 3.854
3 O 4.891 5.313 3.610
4 C 4.011 4.686 2.792
5 C 4.306 4.422 1.514
6 C 5.657 4.796 0.952
7 C 5.884 4.755 -0.557
8 C 5.318 5.979 -1.286
9 C 4.779 5.632 -2.667
10 O 4.192 6.730 -3.335
11 C 2.900 7.046 -2.871
12 C 3.225 3.786 0.704
13 O 3.163 3.916 -0.497
14 C 2.173 3.003 1.420
15 C 1.910 3.251 2.695
16 C 2.708 4.274 3.423
17 O 2.333 4.752 4.466
18 H 6.192 6.388 5.281
19 H 5.307 7.898 5.531
20 H 6.488 7.779 4.228
21 H 3.630 6.810 4.296
22 H 4.633 7.225 2.886
23 H 5.887 5.806 1.313
24 H 6.388 4.149 1.451
25 H 6.965 4.692 -0.708
26 H 5.457 3.848 -0.995
27 H 6.096 6.743 -1.401
28 H 4.518 6.430 -0.686
29 H 5.599 5.297 -3.311
30 H 4.058 4.807 -2.583
31 H 2.265 6.150 -2.839
32 H 2.472 7.763 -3.573
33 H 2.911 7.502 -1.872
34 H 1.599 2.300 0.826
35 H 1.108 2.766 3.239
36 C -1.852 -1.627 -1.713
37 O -1.386 -1.090 -0.494
38 C -2.344 -1.061 0.546
39 C -1.763 -1.526 1.862
40 O -1.480 -2.913 1.914
41 C -0.298 -3.386 1.293
42 C 0.970 -3.113 2.070
43 O 1.327 -1.746 2.004
44 C 1.834 -1.199 3.197
45 H -2.435 -0.896 -2.284
46 H -0.980 -1.912 -2.298
47 H -2.470 -2.515 -1.545
48 H -3.204 -1.691 0.294
49 H -2.709 -0.034 0.683
50 H -2.538 -1.374 2.618
51 H -0.896 -0.920 2.133
52 H -0.199 -3.015 0.270
53 H -0.421 -4.471 1.256
54 H 1.771 -3.724 1.631
55 H 0.836 -3.430 3.110
56 H 1.246 -1.509 4.068
57 H 1.768 -0.115 3.102
58 H 2.883 -1.472 3.362
59 C -5.726 -3.579 -0.695
60 O -5.344 -4.399 -1.776
61 C -4.336 -5.350 -1.482
62 C -4.655 -6.698 -2.088
63 O -5.752 -7.356 -1.482
64 C -7.055 -6.997 -1.907
65 C -7.482 -7.643 -3.205
66 O -6.802 -7.086 -4.314
67 C -6.437 -8.017 -5.305
68 H -5.019 -2.754 -0.551
69 H -6.703 -3.160 -0.931
70 H -5.801 -4.151 0.235
71 H -4.210 -5.456 -0.399
72 H -3.378 -5.015 -1.903
73 H -3.794 -7.342 -1.890
74 H -4.779 -6.612 -3.170
75 H -7.180 -5.914 -1.961
76 H -7.719 -7.384 -1.130
77 H -8.563 -7.485 -3.317
78 H -7.303 -8.723 -3.148
79 H -5.956 -8.898 -4.866
80 H -5.729 -7.525 -5.970
81 H -7.300 -8.348 -5.893

2.
# C25H46O3P2PbS

A molecular structure, C25H46O3P2PbS in a non-equilibrium geometry (the ωB97M-V functional and the def2-TZVPD basis, OMol25).

Energy, Ha: -2478.89430
HOMO (spin up / spin down), Ha: -0.463 / -0.463
Charge: +2
Max |F|, hartree/bohr: 0.036
E_LUMO (spin up / spin down), eV: -8.017 / -7.985
Frontier orbital gap (spin up / spin down), eV: 4.59 / 4.63

Geometry (Å):
1 Pb -4.169 -0.513 -3.533
2 C 0.651 0.050 2.332
3 C 1.639 0.529 1.422
4 C -0.146 1.975 1.368
5 C -0.435 0.970 2.320
6 C 1.152 1.727 0.842
7 C 0.735 -1.148 3.188
8 H 1.702 -1.653 3.072
9 H -0.054 -1.881 2.950
10 H 0.613 -0.889 4.253
11 C -1.659 0.952 3.145
12 H -1.633 0.157 3.890
13 H -2.551 0.816 2.523
14 H -1.807 1.907 3.668
15 C -1.032 3.114 1.057
16 H -1.012 3.857 1.870
17 H -2.077 2.789 0.946
18 H -0.727 3.616 0.132
19 C 1.946 2.603 -0.039
20 H 2.735 3.113 0.538
21 H 1.330 3.378 -0.500
22 H 2.450 2.036 -0.832
23 C 2.969 -0.043 1.143
24 H 3.751 0.718 1.255
25 H 3.042 -0.409 0.112
26 H 3.209 -0.862 1.823
27 C 0.678 -3.564 -1.630
28 C 1.645 -3.223 -0.761
29 C 3.115 -3.076 -1.038
30 C 3.443 -2.388 -2.413
31 C 2.857 -1.038 -2.640
32 C 1.574 -0.681 -2.537
33 C 0.336 -1.462 -2.911
34 C 0.589 -2.973 -3.017
35 H 3.610 -4.069 -1.069
36 H 3.145 -3.115 -3.188
37 H 3.581 -2.512 -0.211
38 H 1.480 -3.150 -3.631
39 H -0.048 -4.373 -1.425
40 H 1.369 -2.981 0.264
41 H -0.245 -3.480 -3.520
42 H -0.476 -1.320 -2.178
43 H 1.296 0.311 -2.134
44 H -0.107 -1.114 -3.867
45 H 4.543 -2.285 -2.473
46 H 3.608 -0.285 -2.908
47 P -1.643 -1.060 -6.023
48 P -1.761 1.885 -6.796
49 C -1.976 -0.723 -7.854
50 C -2.329 0.726 -8.134
51 H -2.786 -1.397 -8.160
52 H -1.065 -1.010 -8.402
53 H -1.884 1.052 -9.081
54 H -3.417 0.851 -8.206
55 C -2.137 3.402 -7.788
56 H -1.660 4.265 -7.310
57 H -3.226 3.544 -7.811
58 H -1.760 3.303 -8.816
59 C 0.061 1.874 -7.192
60 H 0.228 1.882 -8.282
61 H 0.572 1.010 -6.744
62 H 0.486 2.797 -6.768
63 C -3.018 -2.251 -5.672
64 H -2.956 -2.613 -4.628
65 H -2.971 -3.113 -6.344
66 H -3.979 -1.724 -5.832
67 C -0.228 -2.197 -6.393
68 H 0.421 -1.714 -7.136
69 H -0.620 -3.128 -6.822
70 H 0.374 -2.427 -5.504
71 C -3.153 -1.174 0.607
72 S -3.835 -0.920 -1.016
73 O -2.852 -1.603 -1.954
74 O -5.170 -1.506 -1.211
75 O -3.831 0.537 -1.381
76 H -3.750 -1.969 1.088
77 H -3.219 -0.260 1.208
78 H -2.098 -1.457 0.487

3.
# C25H47AgBN9S3

A molecular structure, C25H47AgBN9S3 (the ωB97M-V functional and the def2-TZVPD basis, OMol25).

Energy, Ha: -2840.21661
HOMO, Ha: -0.256
Max |F|, hartree/bohr: 0.001
E_LUMO, eV: 0.666
Frontier orbital gap, eV: 7.64

Geometry (Å):
1 Ag -1.585 -1.380 1.557
2 N -2.159 -1.522 3.866
3 C -3.139 -0.487 4.209
4 C -2.637 0.882 3.759
5 N -2.372 0.960 2.338
6 C -3.405 1.501 1.474
7 C -4.277 0.429 0.825
8 N -3.441 -0.520 0.091
9 H -2.459 -2.436 4.179
10 H -1.260 -1.322 4.293
11 H -3.347 -0.445 5.284
12 H -4.074 -0.728 3.700
13 H -1.705 1.091 4.292
14 H -3.365 1.641 4.076
15 H -1.459 1.353 2.155
16 H -2.917 2.054 0.669
17 H -4.052 2.205 2.015
18 H -5.008 0.939 0.185
19 H -4.839 -0.121 1.585
20 H -2.883 -0.024 -0.605
21 H -4.002 -1.209 -0.392
22 C 5.003 -1.908 3.079
23 C 3.713 -1.117 3.289
24 C 2.765 -1.966 4.136
25 C 4.063 0.203 3.974
26 N 3.085 -0.845 1.966
27 C 3.617 -1.252 0.751
28 C 2.763 -0.867 -0.209
29 N 1.700 -0.222 0.390
30 B 0.440 0.229 -0.385
31 N 0.224 -0.810 -1.532
32 C 0.296 -0.555 -2.882
33 C 0.008 -1.694 -3.538
34 N -0.254 -2.667 -2.584
35 C -0.107 -2.105 -1.350
36 S -0.210 -2.901 0.172
37 C -0.654 -4.068 -2.894
38 C 0.399 -5.037 -2.355
39 C -2.037 -4.341 -2.303
40 C -0.735 -4.241 -4.409
41 N 0.699 1.629 -0.998
42 C 1.878 2.339 -0.890
43 C 1.680 3.559 -1.417
44 N 0.363 3.619 -1.850
45 C -0.239 2.418 -1.584
46 S -1.831 1.939 -1.935
47 C -0.256 4.803 -2.508
48 C 0.775 5.928 -2.589
49 C -0.681 4.432 -3.928
50 C -1.436 5.293 -1.669
51 C 1.900 -0.202 1.731
52 S 0.872 0.532 2.873
53 H 5.439 -2.100 4.059
54 H 5.735 -1.350 2.494
55 H 4.817 -2.872 2.602
56 H 3.251 -2.212 5.082
57 H 2.526 -2.895 3.614
58 H 1.841 -1.430 4.339
59 H 4.540 -0.006 4.933
60 H 3.173 0.804 4.144
61 H 4.762 0.772 3.359
62 H 4.543 -1.785 0.668
63 H 2.808 -1.021 -1.273
64 H -0.528 0.269 0.313
65 H 0.516 0.424 -3.264
66 H -0.048 -1.880 -4.592
67 H 0.484 -4.970 -1.274
68 H 1.372 -4.819 -2.799
69 H 0.118 -6.056 -2.624
70 H -2.032 -4.232 -1.221
71 H -2.341 -5.358 -2.554
72 H -2.767 -3.648 -2.727
73 H 0.229 -4.077 -4.891
74 H -1.479 -3.580 -4.855
75 H -1.038 -5.268 -4.612
76 H 2.755 1.920 -0.431
77 H 2.361 4.381 -1.507
78 H 1.636 5.649 -3.197
79 H 1.117 6.240 -1.601
80 H 0.297 6.786 -3.061
81 H 0.188 4.107 -4.505
82 H -1.108 5.310 -4.414
83 H -1.420 3.635 -3.922
84 H -1.097 5.555 -0.665
85 H -2.208 4.532 -1.594
86 H -1.860 6.185 -2.134